ORCA calculation (ωB97M-V/def2-TZVPD) on a cluster of 9 separate species, C39H102N12O15 in total at a distorted geometry.

Last column: Löwdin charge in e.
CARTESIAN COORDINATES (ANGSTROEM)
C 4.43912 3.89181 1.75147  -0.6343
O 5.30689 3.53710 2.56734  -0.0092
N 4.20494 5.22488 1.49940  0.1489
N 3.68225 2.98518 0.99986  0.1584
H 4.32228 5.93168 2.23415  0.1146
H 3.38429 5.41350 0.97207  0.0401
H 3.42048 3.35097 0.10537  0.0396
H 4.02829 2.01607 1.03087  0.0876
C -1.53591 3.00412 0.04623  -0.6022
O -1.69843 3.29856 -1.15298  -0.0122
N -0.46728 3.44765 0.79069  0.1900
N -2.54353 2.41366 0.83458  0.1608
H 0.26207 3.97971 0.34274  0.0738
H -0.14990 3.06056 1.65817  0.0720
H -3.42103 2.10799 0.34492  0.0980
H -2.42997 2.18265 1.81594  0.0697
C 3.01045 -0.26087 0.19859  -0.7236
O 3.70783 -0.41069 1.15191  0.0370
N 3.53154 -0.31233 -1.07232  0.1848
N 1.67050 -0.08990 0.32435  0.1827
H 4.50567 -0.48006 -1.31192  0.0882
H 3.00343 0.07702 -1.81677  0.0593
H 1.02798 -0.20122 -0.46907  0.0684
H 1.29240 -0.01280 1.28041  0.0611
C 0.88437 3.80686 6.00960  -0.1747
O 0.75597 2.96576 4.95090  -0.2122
C 1.67609 1.79532 4.89668  -0.1613
C 1.65793 1.19343 3.55820  -0.2082
N 0.59454 0.24580 3.09883  -0.0325
C -0.84084 0.71597 3.30249  -0.1644
C -1.46484 0.05134 4.49893  -0.2200
O -2.79507 0.49544 4.70272  -0.1929
C -3.62111 -0.29142 5.51544  -0.1113
H 1.94837 4.20684 6.20136  0.1121
H 0.45510 3.37243 6.92903  0.0790
H 0.29736 4.70058 5.75234  0.0860
H 1.37846 1.09135 5.67534  0.0878
H 2.68291 2.18501 5.09857  0.1315
H 2.63804 0.77809 3.35519  0.1066
H 1.66855 2.07386 2.86277  0.1144
H 0.77776 -0.70043 3.52311  0.0887
H -1.37368 0.36548 2.42510  0.1010
H -0.79467 1.76810 3.35856  0.0825
H -0.88761 0.17004 5.42602  0.1061
H -1.36607 -1.04144 4.29177  0.1309
H -3.60370 -1.33786 5.16228  0.0946
H -4.56604 0.28322 5.42527  0.0983
H -3.40391 -0.20017 6.61226  0.0763
C 0.30236 6.85669 0.95284  -0.0800
O 1.38936 6.32934 0.09601  -0.2260
C 0.89593 6.19047 -1.28461  -0.1878
C 2.00670 5.52357 -2.11382  -0.2423
N 2.42453 4.21380 -1.76802  -0.0864
C 1.54810 3.16611 -2.34315  -0.1480
C 2.01419 2.93495 -3.82750  -0.2027
O 0.98883 2.29622 -4.57286  -0.2002
C 1.25295 2.29555 -5.93380  -0.1371
H -0.68655 6.60928 0.64345  0.0629
H 0.34085 7.96381 1.02074  0.0826
H 0.62953 6.47859 1.98284  0.1067
H 0.72767 7.10981 -1.84237  0.1149
H -0.10024 5.71179 -1.29803  0.1084
H 2.87334 6.15579 -1.96421  0.1192
H 1.85043 5.63551 -3.22616  0.1255
H 3.37493 4.09831 -2.14238  0.1225
H 0.50201 3.48975 -2.25402  0.1041
H 1.66545 2.25247 -1.78650  0.0876
H 2.94197 2.31522 -3.87774  0.1256
H 2.30864 3.91691 -4.26200  0.1103
H 2.25727 1.87988 -6.17066  0.0874
H 1.22986 3.37475 -6.31129  0.1098
H 0.49789 1.72719 -6.44238  0.0725
C -1.05177 0.17613 -2.22341  -0.0419
O -0.17261 -0.88740 -2.72641  -0.2163
C -0.07507 -2.13127 -2.02491  -0.2153
C -0.73560 -3.31331 -2.66864  -0.2296
N -1.97123 -3.06177 -3.35973  -0.0325
C -2.57822 -4.18458 -4.01165  -0.2067
C -4.04868 -4.16995 -3.82779  -0.2958
O -4.59809 -3.00030 -4.37552  -0.1672
C -6.09653 -2.98152 -4.10433  -0.0094
H -2.10020 -0.09621 -2.11902  0.0557
H -0.88634 1.02469 -2.92858  0.1010
H -0.68181 0.55570 -1.27802  0.0580
H -0.50868 -1.95700 -1.05943  0.1049
H 0.95387 -2.45947 -1.98321  0.1127
H -0.89066 -3.96067 -1.75879  0.1188
H -0.00726 -3.85625 -3.33365  0.1159
H -1.89247 -2.17829 -3.84030  0.1144
H -2.26347 -5.15007 -3.55627  0.1366
H -2.46874 -4.07277 -5.08117  0.1116
H -4.13045 -4.19053 -2.80617  0.0755
H -4.42785 -5.09602 -4.18231  0.1166
H -6.47690 -2.29391 -4.81451  0.0712
H -6.16801 -2.57246 -3.11553  0.0624
H -6.52523 -3.96048 -4.11072  0.0750
C -4.44875 2.06246 -2.37022  -0.1077
O -4.63319 1.28619 -1.22291  -0.2177
C -4.67812 -0.14028 -1.45554  -0.2019
C -3.96718 -0.87716 -0.28911  -0.1826
N -4.06287 -2.38143 -0.43307  -0.0165
C -3.44373 -3.00731 0.77840  -0.2176
C -3.46956 -4.54292 0.69629  -0.2273
O -2.57920 -4.92020 -0.32655  -0.2237
C -2.77236 -6.25068 -0.66028  -0.1394
H -5.49841 2.26575 -2.73879  0.1090
H -3.94971 1.52220 -3.14462  0.0741
H -3.94119 2.93982 -2.13056  0.0493
H -4.16636 -0.43278 -2.38744  0.1020
H -5.70942 -0.50033 -1.60999  0.1195
H -4.44325 -0.52165 0.67851  0.1387
H -2.91394 -0.59246 -0.31235  0.0808
H -3.37142 -2.73625 -1.09643  0.0702
H -4.05707 -2.79577 1.62738  0.0968
H -2.44904 -2.66011 1.11559  0.1108
H -4.49405 -4.84863 0.40006  0.1249
H -3.24555 -5.08398 1.68297  0.1450
H -2.72680 -6.93004 0.19029  0.0875
H -1.96233 -6.58697 -1.32818  0.0906
H -3.71594 -6.35463 -1.23194  0.0972
C -0.91253 -1.83221 -7.99352  -0.1216
O 0.15527 -2.72164 -7.83845  -0.1757
C 0.55382 -2.92075 -6.51091  -0.2162
C 1.20337 -1.63685 -5.94382  -0.2188
N 2.35524 -2.13905 -5.19297  -0.0711
C 3.07707 -0.98401 -4.54977  -0.1809
C 4.30070 -1.54337 -3.83143  -0.2200
O 5.14250 -0.46889 -3.43226  -0.2447
C 6.37917 -0.87120 -3.05315  -0.1606
H -0.65038 -0.76382 -7.92213  0.0856
H -1.74967 -2.02031 -7.33280  0.0833
H -1.35352 -1.91658 -8.96508  0.0776
H 1.37499 -3.67450 -6.52742  0.1367
H -0.27248 -3.24458 -5.89947  0.0914
H 0.61653 -0.89485 -5.38821  0.1055
H 1.55094 -1.12021 -6.87511  0.1314
H 2.01199 -2.81622 -4.45301  0.1249
H 2.34240 -0.56133 -3.85301  0.0899
H 3.34816 -0.13472 -5.20579  0.1228
H 4.87928 -2.16257 -4.54176  0.1294
H 4.06773 -2.06278 -2.88224  0.1170
H 6.92976 -1.25335 -3.96692  0.1084
H 6.28900 -1.74318 -2.33362  0.1085
H 6.89929 -0.05851 -2.59465  0.0837
C -1.51173 0.23971 8.87230  -0.1150
O -0.40642 -0.64245 8.75036  -0.1716
C 0.71572 0.01818 8.24845  -0.2551
C 1.69942 -0.95841 7.68548  -0.1954
N 1.26763 -1.50191 6.37487  -0.0552
C 2.11715 -2.58047 5.96444  -0.2281
C 2.34119 -2.63017 4.48819  -0.2305
O 1.11225 -2.94553 3.87140  -0.2210
C 1.17465 -3.14100 2.45853  -0.0857
H -1.24053 1.03766 9.60430  0.0934
H -2.34061 -0.27443 9.36090  0.0907
H -1.83967 0.86068 8.03582  0.0752
H 1.22712 0.52698 9.06386  0.1304
H 0.33709 0.67880 7.48545  0.0885
H 1.81250 -1.73712 8.42775  0.1153
H 2.73358 -0.56609 7.43794  0.1421
H 0.31877 -1.83390 6.53061  0.1121
H 1.70066 -3.52234 6.33074  0.1310
H 3.12692 -2.38208 6.34340  0.1229
H 3.15230 -3.34176 4.15423  0.1457
H 2.59431 -1.61855 4.14475  0.1126
H 1.67694 -2.33531 1.91155  0.0711
H 0.12453 -3.17291 2.11493  0.0858
H 1.58066 -4.10190 2.25263  0.0750

Force components x, y, z for each atom (eV/Å):
1.73 -0.92 1.33
-1.54 0.30 -0.93
-0.30 0.47 0.24
0.87 0.22 0.88
0.41 -1.04 -0.36
-0.79 0.21 -0.57
-0.52 -0.07 -0.56
-0.13 0.80 0.00
-1.52 0.79 0.67
0.42 -0.72 1.59
0.49 0.12 -0.56
-0.28 -0.22 -1.73
-0.06 -0.11 -0.40
-0.43 -0.37 0.26
1.43 0.31 0.59
0.09 0.23 -0.52
-0.63 -0.34 -1.81
1.84 -0.16 2.64
-0.20 -0.03 -0.38
-1.04 0.18 -0.86
-0.51 0.26 0.78
-0.39 0.18 -0.58
0.70 0.15 0.68
-0.02 -0.01 -0.35
0.79 1.63 1.28
0.71 -2.20 -1.91
-0.90 1.61 1.71
-0.55 0.58 -2.30
0.23 -0.14 1.18
1.89 -1.93 -0.26
0.13 -0.84 0.86
0.96 0.20 -0.76
-0.44 1.03 0.58
-1.20 -0.87 -0.21
0.34 0.16 0.05
0.04 -0.18 0.24
0.11 -0.05 0.08
-0.09 -0.12 0.04
0.08 -0.62 -0.01
-0.20 -0.61 0.24
-0.62 1.29 -0.33
-0.34 0.27 -0.23
-0.25 1.29 0.19
0.15 0.37 -0.12
-0.61 0.29 0.14
-0.47 0.33 0.34
-0.03 -1.20 -0.09
0.40 -0.43 -0.78
3.14 0.31 1.50
-2.49 0.59 -1.18
0.65 -0.73 0.09
0.01 1.37 -0.77
0.20 -1.48 0.30
1.01 0.52 -1.22
-0.37 -0.06 0.55
0.16 0.09 0.92
0.90 1.60 -0.79
-0.60 -0.83 -0.19
0.19 -0.46 -0.32
-1.11 0.38 -1.32
0.09 0.78 0.59
0.52 -0.40 0.16
0.26 0.38 0.24
-0.62 -0.01 0.84
-0.49 -0.15 0.34
0.24 -0.15 -0.28
-0.04 -0.44 0.35
-0.42 0.19 0.28
-0.46 -0.38 -0.03
-0.43 0.10 0.10
0.07 -1.23 0.16
-0.37 -0.29 -0.20
1.46 -0.08 -0.93
-0.25 0.46 -0.36
-0.70 1.16 -0.56
0.06 -1.63 0.09
0.59 0.69 1.85
-0.14 0.35 -0.53
0.61 0.77 -0.72
-2.47 -0.74 -0.13
3.37 0.57 0.33
0.11 -0.20 -0.29
-0.44 -0.76 0.35
-0.01 -0.09 0.52
-0.04 -0.13 0.91
0.62 0.56 0.55
-0.06 0.03 -1.07
-0.29 0.35 0.35
-0.32 -0.25 -0.54
0.42 0.67 -0.66
0.80 -0.76 -0.66
-0.96 0.14 2.98
-0.90 -0.82 -0.93
-0.63 0.36 -0.71
-0.38 0.21 0.63
-0.20 -0.64 -0.42
-3.11 -0.81 -0.81
0.73 -1.81 0.89
0.24 -0.28 0.14
-0.85 -0.34 -0.19
1.34 0.22 1.52
-0.81 -0.77 0.70
-0.40 0.42 0.29
0.38 0.16 0.47
0.27 -0.88 -1.43
1.06 0.30 -0.11
0.65 -0.35 -0.55
0.84 1.43 0.42
0.05 0.39 0.09
0.12 0.24 0.43
0.62 -0.71 -0.97
0.00 0.31 0.35
-0.43 0.78 -0.99
-0.71 0.43 0.68
0.04 0.08 -0.76
0.26 0.13 0.16
0.00 0.90 -1.14
-0.31 0.04 0.30
-0.17 0.34 0.12
0.15 -0.25 0.44
-0.31 0.74 0.00
-0.39 -0.33 -0.65
0.71 0.88 0.07
0.82 -0.72 -1.12
0.53 0.95 0.74
-0.93 -1.17 0.92
0.54 0.61 -0.12
-1.98 1.34 -0.58
1.26 -2.55 -0.35
0.31 -0.22 0.36
-0.09 -0.19 0.70
0.14 -0.43 -0.87
-0.81 0.41 -0.05
-0.52 -0.39 0.33
-0.42 -0.45 0.13
0.15 -0.20 0.81
0.58 1.31 -0.93
0.30 0.34 0.34
-0.02 -0.96 -0.30
-0.38 -0.16 0.33
-0.25 -0.42 -0.70
-0.09 0.32 0.99
0.41 0.75 -0.43
0.41 0.48 0.25
0.43 1.02 2.18
-1.36 -0.51 -0.42
0.60 0.24 -0.03
1.03 -0.26 -1.67
-0.90 0.93 1.00
0.74 -0.46 -0.06
0.01 -0.02 -1.29
-0.49 -0.17 -0.50
-1.31 0.65 0.45
0.01 -0.35 -0.10
0.06 -0.25 -0.49
0.23 -0.77 -0.79
-0.07 0.63 0.08
0.39 0.76 -0.37
0.21 -0.50 0.37
-1.19 0.19 0.89
0.08 -0.08 -0.37
0.52 -0.31 0.02
-0.15 -0.35 0.46
-0.68 0.53 0.54
0.55 -0.04 0.07
0.21 -0.11 0.24
0.38 0.10 0.12
0.76 -0.81 -0.35

Total charge = 0
F_max = 3.50 eV Å⁻¹
E_HOMO = -0.3145 hartree
Total energy = -3332.55580 hartree
SMILES string = COCCNCCOC.COCCNCCOC.COCCNCCOC.COCCNCCOC.COCCNCCOC.COCCNCCOC.NC(N)=O.NC(N)=O.NC(N)=O
ΔE to the lowest compared entry with this formula, charge and spin = 68.5 kcal per mole